{"formula": "C37H28ErF15GeNO6S", "method": "ωB97M-V/def2-TZVPD", "total_charge": 1, "homo_energy_ev": [-10.45, -10.45], "multiplicity": 4, "mol_weight_g_mol": 1139.539, "e_tot_ha": -6920.80706, "fmax_ev_per_a": 1.346, "elements": ["Er", "C", "C", "O", "C", "C", "O", "C", "C", "O", "C", "C", "O", "C", "C", "O", "C", "C", "O", "H", "H", "H", "H", "H", "H", "H", "H", "H", "H", "H", "H", "H", "H", "H", "H", "H", "H", "H", "H", "H", "H", "H", "H", "N", "C", "C", "C", "C", "C", "C", "C", "H", "H", "H", "H", "F", "C", "C", "C", "F", "C", "F", "C", "F", "C", "F", "Ge", "S", "C", "C", "F", "C", "F", "C", "F", "C", "F", "C", "F", "C", "C", "F", "C", "F", "C", "F", "C", "F", "C", "F"], "positions_angstrom": [[-0.56796, 0.78053, -2.78870], [-2.02246, 0.09053, 0.10890], [-1.72376, 1.58803, 0.10810], [-0.52956, 1.74363, -0.67570], [0.31034, 2.86203, -0.40300], [0.15504, 3.89893, -1.52920], [0.13804, 3.16773, -2.76430], [0.56014, 3.91143, -3.90490], [0.28394, 3.04753, -5.14850], [0.60014, 1.67013, -4.96550], [1.95974, 1.30083, -5.19390], [2.74564, 1.26203, -3.87010], [1.92784, 0.74003, -2.82350], [2.32174, -0.52137, -2.27370], [1.52664, -1.66977, -2.90530], [0.12204, -1.44887, -2.74470], [-0.41036, -2.10627, -1.57140], [-1.88436, -1.73257, -1.45770], [-2.03576, -0.32707, -1.26540], [-2.99676, -0.11637, 0.56260], [-1.21386, -0.41237, 0.65340], [-1.56366, 1.92263, 1.13730], [-2.55596, 2.14773, -0.34970], [1.33154, 2.46043, -0.37770], [0.08594, 3.30933, 0.56820], [0.98744, 4.60923, -1.51010], [-0.78826, 4.45333, -1.42990], [1.62414, 4.16903, -3.80330], [-0.01436, 4.84053, -3.99990], [0.82824, 3.44743, -6.00820], [-0.79136, 3.06273, -5.35770], [2.43644, 1.98843, -5.89640], [1.92524, 0.30433, -5.64460], [3.03484, 2.27743, -3.57590], [3.65384, 0.66693, -3.99630], [2.09424, -0.46077, -1.19570], [3.39594, -0.68587, -2.39940], [1.81714, -2.61137, -2.43480], [1.70024, -1.74477, -3.98490], [0.14064, -1.77267, -0.67960], [-0.31316, -3.18877, -1.69420], [-2.34826, -2.29217, -0.64430], [-2.39536, -1.95697, -2.40130], [-8.01956, 1.42803, -3.86390], [-6.87746, 1.36873, -3.91370], [-5.46486, 1.28383, -3.94840], [-4.83536, 0.13163, -4.41310], [-3.45516, 0.03613, -4.37190], [-2.61566, 1.06273, -3.87730], [-3.31136, 2.22833, -3.46450], [-4.69016, 2.35083, -3.49770], [-5.43216, -0.69317, -4.77820], [-3.00626, -0.87727, -4.76050], [-2.74866, 3.10053, -3.11710], [-5.17286, 3.25553, -3.15310], [2.92774, -0.11707, 5.63800], [1.76694, 0.52923, 5.52250], [0.94584, 0.26433, 4.44290], [-0.27426, 0.90573, 4.41560], [-1.10126, 0.62373, 3.37410], [-0.68886, 1.80113, 5.38810], [-1.89076, 2.38473, 5.31320], [0.17404, 2.08533, 6.44340], [-0.17636, 2.96853, 7.37510], [1.40494, 1.43793, 6.51420], [2.22684, 1.68623, 7.53270], [1.24524, -1.07457, 2.96770], [1.24684, -0.31447, 1.00220], [2.93064, -2.07927, 3.33030], [4.11144, -1.36397, 3.37810], [4.02664, -0.03107, 3.23780], [5.34614, -1.97807, 3.52960], [6.47134, -1.26077, 3.54870], [5.39934, -3.36807, 3.62320], [6.56954, -3.98827, 3.76130], [4.22744, -4.11547, 3.53870], [4.27544, -5.44947, 3.57310], [3.01564, -3.45497, 3.38130], [1.89044, -4.18077, 3.24520], [-0.17966, -2.40637, 3.49100], [-0.36296, -2.72787, 4.82250], [0.38284, -2.10037, 5.74250], [-1.27726, -3.68677, 5.24210], [-1.42716, -3.95077, 6.53900], [-2.03606, -4.37107, 4.29590], [-2.91406, -5.29497, 4.67140], [-1.86496, -4.07377, 2.94940], [-2.57986, -4.70287, 2.00950], [-0.94356, -3.10507, 2.58360], [-0.79076, -2.84167, 1.26670]], "atomic_forces_ev_per_a": [[0.334, 0.921, -0.109], [0.135, 0.551, 0.599], [-0.767, -0.625, 0.181], [-0.350, 0.128, -0.380], [0.637, 0.470, -0.446], [-0.300, -0.277, 0.631], [-0.082, -0.331, -0.002], [0.161, -0.227, -0.570], [-0.439, 0.450, 0.250], [-0.042, -0.108, 0.442], [0.245, -0.436, 0.442], [-0.168, 0.612, -0.549], [-0.345, -0.194, -0.276], [-0.150, -0.790, 0.471], [0.860, 0.354, -0.236], [-0.222, 0.421, -0.041], [-0.749, -0.329, 0.722], [0.324, -0.586, -0.451], [0.460, 0.294, -0.257], [0.072, 0.059, -0.088], [-0.168, -0.003, -0.130], [0.114, -0.059, -0.169], [0.300, -0.019, 0.085], [-0.202, 0.145, 0.066], [-0.029, -0.154, -0.092], [-0.040, -0.125, -0.027], [0.155, -0.067, -0.099], [-0.180, -0.080, 0.055], [0.060, -0.094, 0.068], [-0.101, -0.005, 0.042], [0.186, -0.007, -0.018], [-0.038, -0.057, 0.002], [0.011, 0.126, 0.018], [-0.007, -0.188, 0.023], [-0.097, 0.049, 0.073], [0.217, -0.141, -0.273], [-0.124, 0.048, 0.031], [-0.072, 0.023, -0.043], [0.029, -0.008, 0.156], [0.009, -0.102, -0.131], [0.013, 0.092, -0.041], [0.013, 0.055, -0.042], [-0.047, -0.032, 0.181], [-0.506, 0.042, 0.007], [-0.333, 0.004, -0.033], [0.885, 0.064, 0.024], [0.025, -0.045, 0.060], [0.577, 0.148, -0.038], [-0.707, 0.209, 0.007], [0.599, -0.196, -0.149], [-0.101, -0.068, 0.059], [-0.026, 0.006, -0.041], [-0.071, 0.014, 0.084], [-0.059, -0.103, 0.060], [-0.031, 0.022, -0.033], [0.051, 0.118, 0.312], [-0.251, 0.177, -0.062], [0.072, -0.168, -0.463], [0.105, 0.011, -0.088], [-0.208, 0.292, 0.241], [0.018, -0.031, -0.053], [0.168, 0.002, 0.032], [0.047, -0.168, -0.189], [0.043, -0.176, -0.126], [0.018, -0.088, -0.117], [-0.099, 0.009, -0.065], [0.083, -0.592, 1.206], [0.101, 0.395, -0.265], [-0.268, 0.266, -0.179], [-0.086, -0.167, -0.046], [0.439, -0.067, 0.025], [-0.109, 0.058, -0.064], [-0.063, -0.103, 0.058], [-0.219, 0.018, -0.044], [-0.166, 0.144, -0.033], [-0.021, 0.084, -0.054], [0.053, 0.165, 0.040], [0.013, 0.087, 0.032], [0.367, -0.301, 0.071], [0.214, 0.315, -0.252], [-0.162, -0.060, -0.169], [-0.117, -0.311, 0.254], [0.055, 0.068, 0.010], [-0.027, -0.047, -0.132], [0.170, 0.169, -0.042], [0.101, 0.121, -0.022], [0.099, 0.129, -0.060], [-0.008, -0.026, 0.125], [-0.056, 0.067, 0.235], [-0.223, -0.244, -0.188]], "lowdin_charge": [1.651, -0.148, -0.118, -0.312, -0.134, -0.112, -0.256, -0.133, -0.134, -0.215, -0.124, -0.122, -0.238, -0.155, -0.122, -0.252, -0.155, -0.129, -0.244, 0.158, 0.044, 0.137, 0.143, 0.124, 0.150, 0.146, 0.145, 0.138, 0.150, 0.144, 0.136, 0.143, 0.138, 0.135, 0.143, 0.012, 0.148, 0.150, 0.142, 0.042, 0.156, 0.144, 0.137, 0.179, -0.185, -0.232, -0.023, -0.133, -0.252, -0.153, -0.029, 0.125, 0.094, 0.084, 0.123, 0.111, -0.218, -0.127, -0.225, 0.044, -0.135, 0.116, -0.123, 0.139, -0.127, 0.133, 0.646, 0.336, -0.134, -0.244, 0.074, -0.131, 0.125, -0.122, 0.137, -0.133, 0.125, -0.206, 0.091, -0.126, -0.214, 0.106, -0.126, 0.135, -0.123, 0.143, -0.134, 0.115, -0.221, 0.045]}